Entry 1:
Computed, not measured: a structure of composition C22H43N3O3SSi4TeW at a distorted geometry, with wB97M-V/def2-TZVPD.

Geometry as XYZ:
```
78
Properties=species:S:1:pos:R:3:forces:R:3
Te -0.030789 -0.147823 -0.093155 -0.1 2.9 -2.4
O 2.056934 -2.614816 1.736544 2.0 -1.1 1.9
H 1.085186 2.941587 1.273036 0.1 0.1 0.1
C 2.512142 -5.402213 -0.669273 0.1 0.0 0.0
Si 1.454682 3.300604 -1.136432 0.6 -0.4 0.2
H -4.813776 2.299023 -0.830541 0.0 0.0 0.0
H -3.296199 0.444851 -3.903720 0.0 0.0 0.0
H 1.458124 1.238603 -4.430352 0.0 0.0 0.0
H 0.573166 -0.001253 -5.324078 0.0 0.0 0.0
C 0.675879 0.479176 -4.347306 0.0 0.0 -0.1
H 0.812716 -6.265262 0.325483 0.1 0.0 0.0
H 2.730375 -2.128974 -1.499857 0.1 0.0 0.1
H 3.834671 -2.223648 4.647531 0.0 0.1 0.0
O 1.838985 -0.267955 2.728178 0.1 -0.3 0.8
H -4.224094 -2.844696 3.665475 0.0 -0.1 0.0
S -1.139391 -0.644502 2.729455 -0.6 0.2 -1.0
C 3.067057 -4.226564 -1.191767 0.0 -0.1 -0.1
H -2.333051 4.625324 -2.648823 0.0 0.0 0.0
Si -2.464605 3.000107 -0.778217 0.7 -0.7 0.2
C 1.411368 -1.025416 5.043078 -0.1 -0.1 0.0
O 0.355244 -3.023771 3.068441 1.9 -0.9 1.8
H -1.402327 -5.738256 0.939776 -0.1 0.0 -0.1
C 1.552961 -2.514055 2.960523 -0.1 1.0 0.0
H -2.275421 -0.725098 -3.063242 0.0 0.0 -0.1
H -3.263506 3.341492 1.537242 0.0 0.0 0.0
C 1.397526 3.797464 0.665788 -0.3 0.0 0.1
N -0.589752 -3.811065 0.569131 1.0 -0.3 0.6
H -4.079111 2.075502 -2.416863 0.0 0.0 0.0
H 1.890855 -0.179648 5.535598 0.0 0.0 0.0
C -2.373236 -4.268149 2.074161 -0.1 -0.1 0.3
H -2.203363 -0.587005 -4.822741 0.0 0.0 0.0
H 2.337760 0.530091 2.965954 -0.1 -0.2 -0.1
H -3.269140 5.255814 -1.293335 0.0 0.0 0.0
C -1.458602 -4.689587 1.197499 -0.1 0.3 0.0
H 0.359274 -0.792151 4.907039 0.0 0.0 0.0
H 3.884732 2.762325 -0.963492 0.0 0.0 0.0
H 1.490839 -1.895780 5.696278 0.0 0.0 0.0
W 0.256197 -2.134506 1.289698 -4.0 -0.6 -2.1
Si -0.368402 1.818099 -1.508079 -1.1 1.6 -0.6
H 0.687166 4.607083 0.849227 0.0 0.0 0.0
C 1.363378 4.731436 -2.320731 -0.3 0.0 -0.2
C -1.778027 -2.013682 1.889977 0.9 0.6 2.5
H -1.551966 3.746428 1.402773 0.0 0.0 0.0
H 2.220000 5.397236 -2.193801 0.0 -0.1 0.1
H 4.042768 -4.229370 -1.654982 0.0 0.0 0.0
H 3.073046 -6.327165 -0.705430 0.0 0.0 0.0
H 0.458163 5.323801 -2.178692 0.1 0.0 0.0
H -3.754689 0.915354 -1.120162 0.0 0.0 0.0
H -1.506809 5.236212 -1.213715 -0.1 0.0 0.0
Si -0.939716 1.236289 -3.771388 0.6 -0.6 -0.1
N -2.447557 -2.926555 2.545556 -0.5 -0.8 -1.0
H 4.087050 -1.730462 2.965549 0.0 0.0 0.0
H -1.317634 2.657048 -5.742264 0.0 -0.1 0.0
C -2.317137 3.038037 1.079508 -0.2 0.1 0.1
H 4.038622 -0.512940 4.253268 0.0 0.0 0.0
C -2.378477 4.679521 -1.561108 0.1 0.1 -0.1
H 3.216390 2.153404 -2.478100 0.0 0.0 0.0
C 2.353583 -3.065966 -1.108321 0.0 0.7 0.1
H -2.057139 2.052367 1.470973 0.0 0.0 0.0
H -3.055540 -4.964563 2.536758 0.0 0.0 0.0
H 1.013316 -0.275217 -3.631927 0.0 0.0 -0.1
H -0.547847 3.584700 -4.449887 0.0 0.0 -0.1
H 2.891610 1.298409 -0.968743 0.1 0.0 0.0
H 2.375348 4.131121 1.018934 0.0 0.0 -0.1
C 1.265653 -5.378895 -0.095390 -0.3 -0.1 0.2
H 1.368612 4.379349 -3.355177 0.1 0.0 0.0
C -2.309350 -0.018306 -3.896124 -0.1 0.0 0.2
N 1.125476 -3.003242 -0.548568 -0.2 -1.2 0.4
H -2.961739 -1.720094 4.182180 0.0 0.0 0.0
H -2.800911 -3.450844 4.544938 0.1 0.0 0.0
H -2.278261 3.234867 -4.382826 0.0 0.0 -0.1
C -3.904932 1.973431 -1.344624 -0.1 0.0 0.0
C -1.305382 2.826842 -4.662588 -0.1 0.2 0.2
C 3.613551 -1.454954 3.906134 0.0 -0.2 -0.1
C 3.008475 2.291087 -1.414201 0.0 -0.1 -0.1
C 0.603665 -4.153712 -0.029148 -0.2 -0.2 -1.5
C 2.107960 -1.303584 3.730130 0.5 0.1 0.2
C -3.152627 -2.722339 3.817358 -0.3 0.1 -0.1
```
Forces are in eV/Å.

The net charge is +2. As for the spin multiplicity: 3.

Entry 2:
Computed, not measured: a structure of composition C22H43N4O6SSiTi, with wB97M-V/def2-TZVPD.

Geometry as XYZ:
```
78
Properties=species:S:1:pos:R:3:forces:R:3
H -1.022969 -2.915683 4.848929 0.0 0.0 0.0
C -4.332274 0.327104 -1.063093 0.1 0.0 -0.2
C -2.639254 -3.015255 -0.768164 0.0 0.1 0.0
H -4.867316 -0.551288 -0.705488 0.0 0.0 0.0
C -0.651588 -2.730540 3.840640 0.0 0.0 0.0
H 0.819754 -3.180902 -1.004504 -0.1 0.0 0.1
H -0.182773 -2.387023 -3.132849 -0.2 -0.1 0.0
H 4.638742 -0.101793 -1.353052 0.0 0.0 0.0
C -1.423694 -0.344888 3.818819 0.0 0.0 0.0
C -3.650811 1.041666 0.088717 0.1 0.0 0.0
C 0.508383 4.340111 -3.719202 0.0 0.0 0.0
H -3.579727 -1.478392 2.509620 0.0 -0.1 0.0
C -2.875693 2.253124 -0.405790 0.0 0.0 -0.1
H -3.604709 0.022637 -1.828029 -0.1 0.0 0.2
H 0.069600 4.865277 -4.557902 0.0 0.0 0.0
H -0.391820 0.013739 3.811793 0.0 0.0 0.0
H -5.057659 0.995601 -1.528184 0.0 0.0 0.0
C 5.353091 3.924534 0.382803 0.1 0.0 0.0
N 1.040728 -0.169382 -2.568781 -0.1 0.1 -0.3
H 0.253620 -0.748156 -2.226247 0.1 0.3 0.0
C -1.524118 -1.704351 3.142100 -0.1 0.1 0.0
H 2.115248 -1.542196 2.253438 -0.1 0.0 0.1
H -3.020267 -3.168357 2.595268 0.0 0.0 0.0
H -0.324799 -4.533386 -1.031922 0.0 0.0 0.0
C 2.891933 -2.079751 1.707453 -0.1 -0.2 0.1
H -1.897314 -1.862201 -3.173996 0.0 0.0 0.0
H 5.095034 -0.808619 1.454736 0.0 0.0 0.0
H -1.473330 -3.575784 -3.153069 0.0 0.0 0.0
N 4.520567 -0.639936 0.640956 0.1 -0.1 0.2
C -4.657562 1.441431 1.153095 0.0 0.0 0.0
O 2.567327 -1.004661 -0.393692 -0.1 0.5 -0.1
H -0.021395 4.564020 -2.798568 0.0 0.0 0.0
C 5.690755 2.610835 0.082240 0.0 0.0 0.0
H -3.370708 -2.275526 4.075309 0.0 0.0 0.0
N 0.603495 0.781532 -3.510520 0.0 0.0 0.1
H 0.374542 -2.372738 3.922735 0.1 0.0 0.0
Ti 1.665585 0.821350 -0.711368 0.3 0.0 -0.2
H -2.135134 1.959051 -1.158989 -0.1 0.0 0.0
H 6.113786 0.116670 -0.432819 0.0 0.0 0.0
C 3.330309 -1.210601 0.592097 0.2 0.0 0.0
H 2.014715 3.527516 0.275215 0.0 0.0 0.0
C -1.195942 -2.594742 -2.765533 -0.1 -0.3 -0.2
H 0.108914 0.513631 -4.350124 0.0 0.0 0.0
C -0.171926 -3.514387 -0.677198 0.0 -0.1 0.0
O -1.002369 -1.598233 1.777378 0.1 -0.1 0.0
H -4.154727 1.925427 1.991573 0.0 0.0 0.0
H -5.188124 0.563028 1.522514 0.0 0.0 0.0
H 6.126147 4.662195 0.553994 0.0 0.0 0.0
H -0.212873 -3.514258 0.412803 0.0 0.0 -0.1
H -2.057827 0.387714 3.315791 0.0 0.0 0.0
C -1.252989 -2.613400 -1.247865 0.1 -0.1 -0.1
H -3.407861 -2.378250 -1.213312 0.1 -0.1 0.1
H -2.835266 -4.044881 -1.068649 0.0 0.0 0.0
H -5.389513 2.136942 0.739696 0.0 0.0 0.0
H 2.426513 -2.974439 1.295948 0.0 0.0 0.0
H 1.752228 -0.778597 -2.973322 -0.1 0.1 0.0
H -1.751286 -0.418852 4.856745 0.0 0.0 0.0
C 3.070794 3.295210 0.233451 0.0 0.0 0.0
H 3.704713 5.273358 0.723471 0.0 0.0 0.0
H -0.659775 -3.675601 3.294709 0.0 0.0 0.0
N 3.389369 2.027546 -0.072743 -0.1 -0.1 -0.3
S 0.123328 1.119891 0.839610 -0.3 -0.1 0.2
C 5.034366 0.238293 -0.396840 0.0 0.0 -0.1
H 1.564775 4.571578 -3.626593 0.0 0.0 0.0
H 6.726710 2.302978 0.030757 0.0 0.0 0.0
H -2.360876 2.748127 0.416289 0.0 0.0 0.0
C 0.774384 2.074151 -3.168022 0.2 0.0 0.0
Si -1.295121 -0.545186 0.597423 0.1 0.3 0.2
H -2.720552 -2.969355 0.321205 0.0 0.0 -0.1
C 4.691010 1.685286 -0.144472 0.0 0.1 0.3
O 1.339180 2.385462 -2.097266 0.1 -0.3 0.1
H 3.703047 -2.347444 2.380610 0.0 0.0 0.0
C 4.017680 4.269384 0.473556 0.0 0.0 0.0
H -3.562526 2.966868 -0.864211 0.0 0.0 0.0
O -2.745223 0.112042 0.743929 -0.1 -0.1 -0.1
C -2.962471 -2.185268 3.067943 -0.1 0.0 0.0
O 0.345134 2.927125 -4.039306 -0.1 0.0 0.0
O -0.933348 -1.238130 -0.853673 0.0 0.3 0.3
```
Forces are in eV/Å.

The net charge is +2. As for the spin multiplicity: 2.

Total energy for the records above, in order: -3144.807232 -3071.560196 hartree